{"formula": "C75H163N9O11", "method": "the ωB97M-V functional and the def2-TZVPD basis", "symbols": ["C", "C", "C", "C", "C", "C", "C", "C", "C", "N", "O", "H", "H", "H", "H", "H", "H", "H", "H", "H", "H", "H", "H", "H", "H", "H", "H", "H", "H", "H", "C", "C", "C", "C", "C", "C", "C", "C", "C", "N", "O", "H", "H", "H", "H", "H", "H", "H", "H", "H", "H", "H", "H", "H", "H", "H", "H", "H", "H", "H", "C", "C", "C", "C", "C", "C", "C", "C", "C", "N", "O", "H", "H", "H", "H", "H", "H", "H", "H", "H", "H", "H", "H", "H", "H", "H", "H", "H", "H", "H", "C", "C", "C", "C", "C", "C", "C", "C", "C", "N", "O", "H", "H", "H", "H", "H", "H", "H", "H", "H", "H", "H", "H", "H", "H", "H", "H", "H", "H", "H", "C", "C", "C", "C", "C", "C", "C", "C", "C", "N", "O", "H", "H", "H", "H", "H", "H", "H", "H", "H", "H", "H", "H", "H", "H", "H", "H", "H", "H", "H", "C", "C", "C", "C", "C", "C", "C", "C", "C", "N", "O", "H", "H", "H", "H", "H", "H", "H", "H", "H", "H", "H", "H", "H", "H", "H", "H", "H", "H", "H", "C", "C", "C", "C", "C", "C", "C", "C", "C", "N", "O", "H", "H", "H", "H", "H", "H", "H", "H", "H", "H", "H", "H", "H", "H", "H", "H", "H", "H", "H", "C", "O", "C", "C", "N", "C", "C", "O", "C", "H", "H", "H", "H", "H", "H", "H", "H", "H", "H", "H", "H", "H", "H", "H", "C", "O", "C", "C", "N", "C", "C", "O", "C", "H", "H", "H", "H", "H", "H", "H", "H", "H", "H", "H", "H", "H", "H", "H"], "coordinates": [[-5.630, -15.875, -20.461], [-5.488, -14.421, -20.893], [-4.036, -14.036, -21.244], [-6.383, -14.268, -22.126], [-6.747, -12.846, -22.575], [-7.402, -12.202, -21.370], [-6.436, -12.124, -20.116], [-5.422, -10.988, -20.440], [-7.369, -11.657, -18.985], [-5.999, -13.531, -19.817], [-5.467, -13.646, -18.520], [-4.732, -16.074, -19.877], [-6.581, -15.940, -19.932], [-5.780, -16.683, -21.178], [-3.502, -13.781, -20.329], [-3.426, -14.755, -21.790], [-4.033, -13.131, -21.853], [-5.834, -14.750, -22.936], [-7.335, -14.792, -22.048], [-5.871, -12.270, -22.873], [-7.480, -12.770, -23.378], [-8.286, -12.818, -21.205], [-7.758, -11.211, -21.649], [-5.128, -10.938, -21.489], [-4.611, -11.144, -19.729], [-5.893, -10.018, -20.281], [-7.687, -10.624, -19.123], [-6.818, -11.749, -18.049], [-8.292, -12.230, -18.898], [-6.244, -13.962, -18.052], [-6.165, -7.634, -26.234], [-6.888, -6.327, -26.565], [-7.491, -5.709, -25.232], [-5.789, -5.274, -27.039], [-5.379, -5.479, -28.527], [-6.640, -5.483, -29.440], [-7.673, -6.610, -29.041], [-8.965, -6.240, -29.816], [-7.200, -7.987, -29.622], [-7.975, -6.592, -27.547], [-8.921, -7.515, -27.143], [-5.516, -7.497, -25.369], [-6.968, -8.274, -25.867], [-5.558, -8.130, -26.991], [-8.413, -6.182, -24.894], [-6.748, -5.780, -24.438], [-7.799, -4.680, -25.420], [-6.113, -4.245, -26.888], [-4.872, -5.276, -26.449], [-4.838, -4.586, -28.839], [-4.786, -6.391, -28.589], [-6.280, -5.715, -30.443], [-7.049, -4.474, -29.487], [-9.601, -7.118, -29.929], [-8.732, -5.876, -30.817], [-9.419, -5.409, -29.277], [-7.981, -8.745, -29.665], [-6.363, -8.388, -29.051], [-6.793, -7.887, -30.628], [-9.669, -7.001, -26.830], [-5.608, -2.045, -17.669], [-6.608, -2.134, -16.432], [-6.580, -0.816, -15.684], [-7.993, -2.385, -17.047], [-8.973, -3.070, -16.075], [-8.375, -4.198, -15.201], [-7.031, -3.890, -14.604], [-7.203, -2.937, -13.452], [-6.408, -5.250, -14.099], [-6.209, -3.305, -15.595], [-4.891, -3.057, -15.078], [-4.588, -1.818, -17.360], [-5.606, -3.013, -18.169], [-5.800, -1.293, -18.434], [-6.391, -0.120, -16.501], [-7.460, -0.517, -15.115], [-5.707, -0.653, -15.051], [-8.489, -1.511, -17.469], [-7.929, -3.095, -17.872], [-9.409, -2.360, -15.372], [-9.787, -3.472, -16.678], [-8.356, -5.129, -15.766], [-9.118, -4.327, -14.413], [-6.245, -2.621, -13.038], [-7.590, -3.445, -12.569], [-7.898, -2.142, -13.725], [-6.090, -5.838, -14.960], [-7.019, -5.873, -13.446], [-5.506, -5.201, -13.489], [-4.375, -3.783, -15.437], [2.640, -18.819, -21.505], [3.592, -20.022, -21.633], [3.387, -20.908, -20.385], [3.260, -20.832, -22.870], [3.720, -20.236, -24.215], [5.218, -20.046, -24.183], [5.675, -19.147, -23.002], [7.263, -19.347, -22.826], [5.429, -17.676, -23.407], [5.059, -19.573, -21.712], [5.378, -18.825, -20.501], [3.007, -18.030, -20.849], [2.312, -18.336, -22.426], [1.698, -19.138, -21.058], [3.554, -20.363, -19.457], [2.338, -21.194, -20.303], [4.028, -21.790, -20.384], [3.663, -21.832, -22.711], [2.180, -20.976, -22.908], [3.483, -20.928, -25.024], [3.240, -19.298, -24.494], [5.524, -19.518, -25.087], [5.708, -21.018, -24.222], [7.705, -19.078, -23.785], [7.614, -20.365, -22.654], [7.704, -18.770, -22.013], [6.035, -17.316, -24.238], [5.759, -17.139, -22.517], [4.368, -17.481, -23.563], [5.748, -19.497, -19.922], [-4.670, -24.364, -13.210], [-3.888, -23.639, -14.307], [-2.647, -24.523, -14.611], [-4.801, -23.628, -15.607], [-4.321, -22.652, -16.697], [-4.017, -21.267, -16.182], [-3.105, -21.247, -14.946], [-1.641, -21.526, -15.420], [-3.075, -19.769, -14.481], [-3.627, -22.197, -13.954], [-2.976, -22.165, -12.715], [-5.546, -23.757, -12.984], [-4.931, -25.380, -13.506], [-4.047, -24.432, -12.318], [-2.649, -25.509, -14.147], [-2.624, -24.671, -15.691], [-1.753, -24.035, -14.222], [-4.885, -24.655, -15.961], [-5.835, -23.476, -15.298], [-3.380, -23.086, -17.035], [-4.994, -22.678, -17.555], [-4.990, -20.851, -15.923], [-3.619, -20.648, -16.986], [-0.940, -21.639, -14.594], [-1.418, -20.770, -16.173], [-1.528, -22.466, -15.961], [-3.019, -19.036, -15.286], [-2.287, -19.586, -13.750], [-3.989, -19.558, -13.926], [-3.672, -21.917, -12.102], [-10.296, -18.152, -28.895], [-10.176, -16.659, -28.743], [-9.599, -16.279, -27.401], [-9.200, -16.229, -29.898], [-9.130, -14.742, -30.239], [-10.536, -14.278, -30.488], [-11.581, -14.530, -29.370], [-11.399, -13.597, -28.146], [-12.926, -14.251, -29.975], [-11.476, -15.972, -28.998], [-12.542, -16.454, -28.138], [-10.645, -18.482, -29.873], [-9.312, -18.587, -28.721], [-10.974, -18.521, -28.126], [-10.420, -16.302, -26.684], [-8.881, -16.991, -26.993], [-9.054, -15.335, -27.399], [-8.240, -16.588, -29.527], [-9.399, -16.815, -30.796], [-8.740, -14.209, -29.372], [-8.499, -14.535, -31.103], [-10.909, -14.660, -31.438], [-10.611, -13.198, -30.617], [-11.465, -12.542, -28.412], [-10.491, -13.805, -27.580], [-12.091, -13.791, -27.326], [-12.927, -13.291, -30.492], [-13.686, -14.272, -29.194], [-13.304, -14.943, -30.727], [-13.085, -17.003, -28.709], [3.633, -8.522, -19.394], [3.557, -9.101, -20.833], [4.869, -9.316, -21.530], [2.896, -10.490, -20.580], [2.209, -11.114, -21.816], [1.299, -10.172, -22.561], [1.821, -8.706, -22.783], [2.618, -8.626, -24.106], [0.538, -7.818, -22.819], [2.668, -8.197, -21.649], [3.094, -6.893, -21.787], [4.518, -7.887, -19.427], [2.812, -7.948, -18.966], [3.828, -9.300, -18.656], [4.956, -10.147, -22.230], [5.277, -8.395, -21.944], [5.654, -9.505, -20.797], [3.614, -11.230, -20.227], [2.221, -10.313, -19.742], [3.062, -11.430, -22.417], [1.675, -12.019, -21.528], [0.413, -10.278, -21.935], [0.988, -10.711, -23.456], [3.130, -7.671, -24.226], [1.918, -8.556, -24.939], [3.412, -9.356, -24.268], [0.013, -7.899, -21.867], [-0.183, -8.195, -23.545], [0.733, -6.778, -23.079], [2.477, -6.464, -21.190], [-4.785, -10.792, -8.942], [-4.807, -11.117, -10.278], [-3.783, -10.325, -11.095], [-3.853, -10.651, -12.581], [-2.896, -9.802, -13.259], [-2.946, -9.756, -14.723], [-1.784, -8.798, -15.175], [-2.032, -7.522, -14.610], [-0.790, -6.818, -14.444], [-5.375, -9.883, -8.820], [-3.815, -10.669, -8.460], [-5.369, -11.580, -8.468], [-2.731, -10.319, -10.811], [-4.012, -9.283, -10.872], [-4.881, -10.412, -12.854], [-3.642, -11.717, -12.668], [-2.933, -8.838, -12.958], [-3.896, -9.478, -15.181], [-2.644, -10.742, -15.075], [-1.755, -8.779, -16.264], [-0.847, -9.221, -14.813], [-0.392, -6.545, -15.421], [-0.038, -7.392, -13.903], [-1.060, -5.920, -13.888], [-11.039, -22.186, -17.197], [-10.950, -21.033, -16.332], [-9.966, -20.067, -16.880], [-9.790, -18.800, -15.944], [-10.880, -17.846, -16.068], [-10.923, -16.870, -14.993], [-9.639, -16.025, -14.944], [-8.513, -16.723, -14.381], [-8.548, -16.864, -12.953], [-10.058, -22.601, -17.429], [-11.407, -21.845, -18.165], [-11.660, -23.002, -16.827], [-10.253, -19.765, -17.888], [-8.952, -20.467, -16.872], [-8.826, -18.423, -16.283], [-9.698, -19.174, -14.924], [-11.710, -18.418, -16.000], [-10.848, -17.504, -14.110], [-11.802, -16.234, -15.101], [-9.822, -15.047, -14.499], [-9.405, -15.860, -15.996], [-8.402, -15.845, -12.596], [-7.613, -17.352, -12.677], [-9.494, -17.311, -12.648]], "forces_ev_per_a": [[0.060, 0.112, 0.853], [0.069, 0.493, -0.411], [0.120, 0.439, 0.109], [-0.132, 0.560, -1.438], [0.327, 0.266, 0.961], [0.668, -0.157, -0.014], [-2.308, -0.130, -1.650], [-0.165, -0.801, 0.701], [0.576, -0.103, 0.512], [-1.574, 1.232, -1.276], [0.639, -0.310, -0.454], [-0.447, -0.580, 0.521], [0.280, 0.013, 0.771], [0.618, 0.550, -0.820], [0.045, -0.133, 0.107], [-0.341, -0.391, 0.020], [-0.052, 0.111, -0.001], [0.023, -0.262, -0.074], [0.051, -0.281, 0.458], [0.110, -0.090, -0.184], [0.223, -0.561, -0.300], [-0.106, 0.054, 0.670], [0.076, 0.257, 0.330], [0.463, -0.499, 0.181], [0.460, 0.484, -0.351], [-0.033, -0.070, 0.384], [0.241, 0.039, -0.057], [-0.197, 0.321, 0.211], [0.159, -0.379, -0.159], [0.149, -0.185, 0.406], [-0.419, -0.148, 1.284], [0.928, 0.350, 0.657], [-0.121, -0.516, -1.171], [-0.772, -0.288, -1.311], [-1.465, 0.797, 0.682], [0.935, -1.509, 1.215], [-0.437, 0.080, -0.565], [0.446, -0.066, 0.547], [0.608, 0.324, 0.650], [1.497, 2.905, -1.829], [0.195, -1.002, 0.106], [0.176, 0.154, 0.037], [0.195, -0.606, -0.255], [-0.367, 0.252, -0.310], [0.159, -0.512, -0.025], [-0.059, 0.214, -0.017], [0.360, 0.146, 0.018], [-0.600, 0.035, -0.262], [-0.162, -0.764, 0.431], [0.649, -0.312, 0.034], [0.050, 0.090, -0.402], [-0.291, -0.050, -0.164], [-0.383, -0.114, 0.325], [-0.327, 0.261, 0.236], [0.187, -0.119, -0.059], [-0.432, -0.170, -0.055], [-0.114, 0.163, 0.250], [-0.074, -0.096, 0.199], [-0.262, 0.296, -0.165], [-0.103, 0.195, -0.073], [0.167, -0.529, 0.916], [0.366, -0.195, -0.687], [0.682, 1.078, -0.515], [-0.610, -1.360, 0.660], [0.313, 0.196, 0.351], [-1.166, 0.122, -1.078], [-0.024, -0.940, 1.857], [-0.152, -0.242, 1.573], [0.595, 0.183, -0.284], [1.579, -0.102, -2.643], [-0.582, 0.195, 0.109], [0.025, -0.184, 0.326], [0.050, -0.065, 0.041], [-0.768, 0.154, 0.274], [-0.512, 0.649, 0.183], [-0.118, -0.247, -0.220], [0.028, -0.559, 0.160], [0.435, 0.347, 0.168], [0.496, 0.006, -0.190], [-0.090, 0.328, -0.165], [-0.170, -0.018, 0.186], [0.230, -0.057, -0.107], [0.223, -0.332, 0.266], [0.096, 0.641, -0.627], [-0.634, -0.240, -0.098], [0.376, 0.232, 0.283], [-0.304, -0.132, -0.181], [-0.795, 0.263, -0.377], [0.224, 0.869, -0.076], [0.059, -0.085, -0.104], [-0.595, 0.307, 0.269], [0.897, 1.469, 0.216], [0.120, 0.444, 0.054], [-0.351, -0.033, -0.601], [0.191, -0.488, 0.395], [0.061, 0.323, 0.366], [1.959, -0.298, 0.463], [-1.007, 0.149, -0.558], [0.130, -0.236, 1.458], [-1.393, -1.654, 0.348], [-0.168, 0.214, -1.749], [0.328, -0.154, 0.006], [0.472, -0.143, -0.361], [-0.083, -0.214, 0.121], [0.270, 0.199, -0.074], [-0.008, -0.280, -0.333], [-0.026, -0.029, -0.142], [0.312, -0.098, -0.363], [-0.176, 0.056, 0.171], [-0.150, -0.112, 0.014], [-0.255, 0.071, 0.387], [0.174, 0.010, -0.059], [0.130, -0.052, 0.407], [0.211, 0.360, 0.054], [-0.691, -0.315, 0.070], [-0.282, 0.393, -0.157], [-0.099, -0.334, -0.119], [-0.211, 0.542, -0.058], [0.063, 0.071, -0.123], [0.174, -0.166, -0.103], [0.241, 1.137, 0.289], [-0.471, -0.302, -1.615], [0.267, 0.722, 0.007], [-0.061, 0.256, 0.997], [0.726, -1.470, 0.364], [-1.166, -0.417, 0.258], [1.520, 0.333, -1.038], [-0.641, -0.863, -0.322], [-0.707, -0.584, 1.444], [-1.621, -0.887, -0.307], [0.906, 0.337, 0.122], [-0.271, -0.277, 0.184], [-0.113, 0.180, -0.179], [-0.065, -0.062, 0.089], [-0.443, 0.029, 0.075], [0.637, 0.006, 0.038], [0.152, -0.013, -0.332], [0.539, -0.115, -0.305], [-0.115, 0.768, 0.130], [0.158, -0.038, -0.412], [-0.081, 0.239, 0.051], [-0.028, 0.432, 0.298], [0.246, 0.037, 0.135], [0.043, 0.702, 0.020], [0.547, 0.280, 0.442], [-0.346, -0.178, -0.058], [0.188, -0.367, -0.172], [0.261, -0.050, -0.213], [-0.301, 0.059, -0.091], [-0.019, 0.115, 0.095], [-0.426, -0.452, 0.675], [0.008, 1.686, -1.726], [0.187, -0.359, 0.965], [0.383, -0.222, 0.489], [-0.531, -0.462, 0.913], [-0.823, 0.995, 0.062], [0.818, -1.215, 0.705], [0.381, -0.365, 0.458], [-1.272, -0.025, -0.050], [-0.502, -0.950, -1.098], [1.081, 0.902, 0.093], [-0.102, 0.248, -0.013], [-0.006, -0.096, 0.007], [0.001, -0.273, -0.011], [0.016, 0.449, 0.167], [0.120, -0.344, -0.339], [-0.403, 0.174, -0.020], [0.323, 0.049, -0.159], [-0.305, 0.038, -0.058], [0.260, 0.171, -0.035], [0.094, -0.110, 0.087], [-0.127, -0.454, 0.065], [0.415, 0.274, -0.095], [0.093, -0.007, -0.021], [0.539, 0.310, -0.635], [-0.793, -0.110, -0.485], [-0.003, 0.265, 0.344], [-0.065, 0.349, 0.020], [0.581, -0.452, -0.052], [0.065, -0.009, -0.247], [1.874, 0.509, -0.366], [-1.880, -0.226, -0.155], [1.978, 0.631, 0.802], [-1.260, 0.347, -0.748], [1.811, 0.239, 0.546], [0.103, -0.392, 1.020], [0.175, 0.179, 0.009], [-0.403, 1.001, -0.326], [0.319, -0.410, -0.326], [-1.832, -3.520, 0.918], [0.320, 0.201, -0.106], [0.011, 0.382, 0.565], [-0.350, -0.043, -0.779], [0.228, -0.196, -0.187], [-0.532, 0.202, -0.182], [-0.441, 0.111, -0.566], [0.008, -0.474, 0.417], [0.391, 0.356, 0.115], [-0.501, -0.302, -0.167], [-0.073, -0.207, -0.471], [-0.036, -0.018, -0.031], [-0.458, 1.159, 0.025], [0.208, 0.672, -0.589], [0.066, 0.263, 0.598], [-0.043, -0.743, -0.228], [-0.414, -0.436, 0.167], [0.262, 0.202, 0.182], [0.154, -0.123, -0.291], [0.139, 0.011, 0.151], [0.167, 0.620, 0.008], [-1.197, 0.279, 0.691], [3.134, 0.388, -3.096], [-1.393, 0.069, 1.178], [-0.701, 0.786, 1.148], [0.210, -0.024, -0.690], [1.964, 0.081, 0.329], [-1.722, -1.002, 0.363], [1.211, -0.171, 0.048], [-1.102, 0.331, -0.138], [0.131, 0.472, 0.417], [0.213, -0.181, -0.184], [0.257, -0.048, 0.391], [0.106, -1.239, 0.755], [-0.549, 0.351, -0.437], [-0.293, -0.432, -0.483], [0.027, 0.042, -0.487], [-0.237, 0.037, 0.380], [-0.242, 0.148, 0.120], [-0.281, -0.148, -0.267], [0.044, 0.274, -0.217], [0.088, 0.037, 0.154], [0.137, 0.099, -0.084], [-0.113, -0.168, 0.130], [0.288, 0.034, -0.037], [0.457, 1.018, -0.445], [1.127, 0.205, -0.792], [-0.769, 0.450, 1.841], [-0.497, -1.636, -1.397], [0.076, -0.119, -1.017], [1.426, -0.649, 0.321], [-0.056, -0.662, -0.653], [-0.623, 0.097, -0.264], [0.554, 1.362, -1.359], [0.319, -0.058, 0.337], [-0.395, -0.123, -0.162], [-0.131, 0.509, 0.451], [-0.076, -0.024, -0.086], [-0.110, -0.700, -0.259], [-0.110, 0.490, 0.315], [0.265, -0.074, 0.298], [-0.373, 0.116, -0.115], [-0.941, 0.518, 0.941], [-0.037, -0.223, 0.342], [0.151, 0.014, 0.448], [0.421, 0.181, -0.014], [-0.557, 0.123, 0.704], [-0.479, -0.655, 0.056], [0.381, -0.155, 0.501]], "lumo_energy_ev": 0.2, "smiles": "CC1(C)CCCC(C)(C)N1O.CC1(C)CCCC(C)(C)N1O.CC1(C)CCCC(C)(C)N1O.CC1(C)CCCC(C)(C)N1O.CC1(C)CCCC(C)(C)N1O.CC1(C)CCCC(C)(C)N1O.CC1(C)CCCC(C)(C)N1O.COCCNCCOC.COCCNCCOC", "charge": 0, "total_energy_ha": -4275.2539, "orbital_gap_ev": 8.154, "relative_energy_ev": 5.4686, "homo_energy_ev": -7.91}